DFT (the ωB97M-V functional and the def2-TZVPD basis) results for a 2-piece molecular cluster, C5H6O overall.

HOMO (eV): -8.818
ΔE to the lowest compared entry with this formula, charge and spin (kcal/mol): 130.15
HOMO-LUMO gap (eV): 8.9
Calculated total energy (Eh): -269.1388
2S+1: 1

Each line ends with the natural charge from an NBO analysis.
Cartesian coordinates (Å):
C1 -1.75 0.00 0.06  -0.70
C2 0.55 1.36 -0.29  0.24
C3 2.09 -0.97 0.10  -0.16
H1 -0.27 2.22 -0.15  0.26
H2 -2.11 -0.34 1.03  0.23
H3 2.93 -0.33 -0.02  0.26
C4 1.10 -1.64 0.25  -0.31
C5 -0.41 0.61 0.16  0.05
H4 -1.76 -0.84 -0.65  0.24
H5 0.38 -2.42 0.40  0.24
O1 1.72 1.61 -0.56  -0.61
H6 -2.47 0.74 -0.33  0.26

DFT (the ωB97M-V functional and the def2-TZVPD basis) results for a 3-piece molecular cluster, C27H52N3O12P3 overall in a non-equilibrium geometry.

HOMO (eV): -7.971
HOMO-LUMO gap (eV): 5.0
Calculated total energy (Eh): -3150.4041
2S+1: 1

Each line ends with the Mulliken charge.
Cartesian coordinates (Å):
O1 -8.73 0.02 0.97  -0.57
H1 10.52 1.85 2.82  0.25
C1 3.33 0.80 -0.11  -0.35
H2 -12.11 0.98 2.26  0.24
O2 -10.91 -0.53 0.56  -0.29
O3 -3.05 2.27 1.89  -0.66
H3 1.32 0.51 1.80  0.17
H4 -1.41 -2.59 -1.37  0.08
C2 10.76 0.88 3.26  -0.59
H5 -0.98 1.08 -5.10  0.41
H6 -5.23 -4.52 0.28  0.30
H7 -3.85 1.91 -0.96  0.15
N1 -3.16 3.89 -2.25  -0.50
C3 -4.57 -3.56 0.03  -0.24
H8 5.12 1.96 -0.96  0.21
C4 1.36 -1.68 2.44  -0.99
C5 -2.49 -2.44 -0.87  -0.30
H9 -3.46 1.05 -5.57  0.33
H10 3.13 1.87 0.38  0.30
C6 6.15 -0.92 -1.87  0.58
P1 -1.75 -0.10 -3.01  0.13
H11 4.82 -2.44 -3.02  0.25
H12 3.32 0.01 0.76  -0.03
C7 0.53 -0.34 1.88  -0.24
H13 -3.10 2.87 -5.24  0.28
H14 7.09 -0.99 0.86  -0.05
C8 -2.29 1.89 0.85  0.32
C9 -1.61 1.42 -4.14  -0.45
C10 11.44 -2.81 4.75  -0.68
H15 -0.24 -1.92 -4.06  0.40
H16 12.13 -2.73 5.59  0.24
H17 8.79 -0.48 0.90  0.31
O4 10.30 -2.01 2.28  -0.62
H18 -1.03 2.34 -3.70  0.31
C11 -3.12 1.80 -4.73  -0.90
O5 11.01 -1.50 4.40  -0.28
H19 -7.25 3.30 0.30  0.27
C12 5.87 -2.46 -2.46  -0.80
H20 -6.84 1.59 0.48  0.06
C13 -10.65 -1.77 -0.08  -0.66
C14 -7.64 2.32 0.59  -0.29
O6 -8.71 2.00 -0.28  -0.45
H21 5.58 0.49 0.12  0.05
C15 -11.11 1.40 2.36  -0.57
C16 -0.50 0.50 -0.26  -0.40
N2 -3.21 -3.70 -0.56  -0.54
C17 -0.08 -1.05 -3.28  -0.70
H22 -2.11 3.97 -0.36  0.39
C18 4.84 0.82 -0.75  -0.16
H23 2.50 0.61 -2.27  0.33
H24 -7.98 2.37 1.63  0.27
C19 -2.13 3.24 -1.30  -0.64
O7 5.02 0.01 -1.97  -0.27
H25 -9.86 -2.31 0.45  0.26
C20 0.77 1.29 -0.96  -0.22
C21 8.09 -1.27 1.20  -0.20
H26 11.42 0.34 2.58  0.31
H27 10.60 -3.43 5.03  0.31
H28 -2.71 4.17 -3.15  0.23
P2 -9.81 0.73 0.14  0.96
H29 -10.44 0.68 2.84  0.31
H30 -3.61 4.71 -1.76  0.24
H31 0.77 -0.33 -3.64  0.23
H32 0.27 -1.49 -2.24  0.08
H33 11.26 1.05 4.22  0.25
C22 -1.93 0.40 -1.13  1.60
C23 -2.90 -0.87 -0.65  -0.11
H34 -3.91 1.84 -3.85  0.19
H35 0.28 -1.48 0.07  0.56
O8 -10.63 1.80 1.09  -0.31
H36 -11.56 -2.37 -0.06  0.24
H37 2.29 -1.85 1.75  0.20
H38 1.03 2.31 -0.41  0.44
C24 -2.68 1.81 -0.77  0.13
P3 9.53 -1.47 3.50  0.93
H39 0.59 -2.58 2.36  0.29
H40 -10.35 -1.60 -1.12  0.32
O9 -0.88 1.49 0.80  -0.41
H41 11.97 -3.26 3.90  0.27
H42 -6.25 -2.01 0.82  0.27
C25 -4.41 -0.64 0.05  -0.35
H43 6.68 -2.62 -3.30  0.29
O10 8.05 -1.43 2.60  -0.42
H44 0.40 1.62 -2.05  -0.41
H45 1.98 -0.76 -1.08  0.00
O11 9.55 0.18 3.49  -0.29
H46 5.90 -3.26 -1.61  0.25
C26 -5.16 -2.08 0.35  -0.29
N3 -0.18 -0.71 0.60  0.09
H47 -4.85 0.42 0.27  0.00
O12 7.37 -0.63 -1.40  -0.54
H48 8.35 -2.22 0.72  0.25
H49 -11.18 2.29 3.00  0.25
H50 -1.05 3.26 -1.73  0.17
H51 1.66 -1.52 3.58  0.34
H52 -0.21 -0.06 2.78  0.28
C27 2.13 0.40 -1.15  -0.39

DFT (the ωB97M-V functional and the def2-TZVPD basis) results for a 2-piece molecular cluster, C2H6IO2 overall in a non-equilibrium geometry.

HOMO (alpha / beta) (eV): -9.778 / -9.774
<S²>: 0.753
ΔE to the lowest compared entry with this formula, charge and spin (kcal/mol): 11.37
HOMO-LUMO gap (alpha / beta) (eV): 10.5 / 6.0
Calculated total energy (Eh): -527.9047
2S+1: 2

Each line ends with the Mulliken spin population.
Cartesian coordinates (Å):
I1 2.95 2.91 -0.84  1.00
H1 0.33 0.46 -0.94  0.00
H2 0.93 1.76 0.58  -0.01
H3 -1.92 -0.93 -1.19  0.00
C1 -0.79 -1.03 0.36  0.00
O1 -1.89 -0.58 -0.30  0.00
H4 -0.56 -2.03 -0.01  0.00
O2 0.34 1.10 0.94  0.00
H5 1.33 -0.47 -0.04  0.00
C2 0.35 -0.01 0.04  0.00
H6 -1.07 -1.19 1.40  0.00

DFT (the ωB97M-V functional and the def2-TZVPD basis) results for one molecule with the formula C5H8N2.

HOMO (eV): -10.197
ΔE to the lowest compared entry with this formula, charge and spin (kcal/mol): 29.93
HOMO-LUMO gap (eV): 10.6
Calculated total energy (Eh): -304.7878
2S+1: 1

Each line ends with the natural charge from an NBO analysis.
Cartesian coordinates (Å):
C1 -0.76 0.33 -0.83  0.01
H1 -0.14 2.27 1.67  0.20
H2 -0.81 -1.49 1.35  0.22
N1 -1.18 0.96 0.41  -0.37
H3 0.83 -1.18 -1.20  0.23
C2 -0.12 -1.12 -0.65  -0.37
H4 0.76 -0.68 1.28  0.20
H5 0.66 -2.40 0.91  0.21
N2 0.45 0.97 -1.30  -0.34
H6 1.88 2.01 -0.22  0.20
C3 0.13 -1.45 0.81  -0.61
C4 -0.18 1.69 0.75  0.01
C5 0.87 1.63 -0.29  -0.03
H7 -0.80 -1.82 -1.13  0.21
H8 -1.60 0.29 -1.53  0.22

DFT (the ωB97M-V functional and the def2-TZVPD basis) results for C3H8N2O3S as an isolated structure in a non-equilibrium geometry.

HOMO (eV): -10.140
ΔE to the lowest compared entry with this formula, charge and spin (kcal/mol): 158.24
HOMO-LUMO gap (eV): 10.5
Calculated total energy (Eh): -852.2991
2S+1: 1

Each line ends with the natural charge from an NBO analysis.
Cartesian coordinates (Å):
H1 -1.41 -1.86 0.88  0.27
N1 0.10 0.61 1.96  -0.67
O1 -1.80 0.38 0.08  -0.90
H2 0.21 -1.75 1.83  0.29
C1 0.75 0.35 -0.94  -0.56
C2 0.14 -0.43 -2.09  -0.65
H3 1.69 0.00 -0.56  0.23
S1 -0.45 0.04 0.47  1.90
C3 -0.36 -1.66 0.87  -0.87
H4 0.82 1.45 -1.25  0.28
H5 0.40 -1.42 -2.17  0.21
O2 -0.17 2.31 0.78  -0.47
H6 0.11 -2.31 0.19  0.25
N2 0.02 1.93 1.93  0.60
H7 -0.87 -0.22 -1.84  0.25
H8 0.65 -0.04 -3.09  0.23
O3 0.17 2.62 2.97  -0.39

DFT (the ωB97M-V functional and the def2-TZVPD basis) results for one molecule with the formula C4H7NS in a non-equilibrium geometry.

HOMO (eV): -8.527
ΔE to the lowest compared entry with this formula, charge and spin (kcal/mol): 127.87
HOMO-LUMO gap (eV): 9.3
Calculated total energy (Eh): -609.3547
2S+1: 1

Each line ends with the natural charge from an NBO analysis.
Cartesian coordinates (Å):
H1 -0.47 1.25 -1.57  0.18
H2 -1.62 -0.57 1.13  0.20
H3 0.40 -0.19 -2.17  0.22
H4 -0.63 1.23 1.22  0.19
C1 0.07 0.41 -1.31  -0.21
H5 1.68 -0.23 -0.35  0.21
H6 -1.51 -1.25 -1.06  0.38
C2 1.01 0.61 -0.12  -0.32
C3 -0.59 -0.76 0.89  -0.20
S1 1.84 1.37 1.34  0.26
H7 0.07 -1.64 1.39  0.19
N1 -0.57 -0.75 -0.56  -0.68
C4 0.32 0.52 1.18  -0.42

DFT (the ωB97M-V functional and the def2-TZVPD basis) results for H12O6Rb as an isolated structure in a non-equilibrium geometry.

HOMO (eV): -15.080
Charge: +1
ΔE to the lowest compared entry with this formula, charge and spin (kcal/mol): 10.59
HOMO-LUMO gap (eV): 11.3
Calculated total energy (Eh): -482.5353
2S+1: 1

Each line ends with the natural charge from an NBO analysis.
Cartesian coordinates (Å):
H1 1.50 -0.48 2.48  0.48
O1 -0.62 -0.75 -2.64  -0.95
O2 2.26 -0.21 1.92  -0.96
H2 2.48 0.72 2.13  0.49
H3 -1.52 -0.52 -2.43  0.47
H4 -1.36 2.53 -1.35  0.48
H5 -0.80 -1.77 1.31  0.51
O3 -0.94 -1.05 0.64  -1.00
O4 2.02 -1.82 -1.16  -0.94
H6 -1.11 2.19 2.09  0.48
O5 -0.49 1.52 2.30  -0.95
H7 -1.61 -1.33 0.00  0.50
H8 1.82 -2.09 -2.05  0.48
H9 -1.73 1.93 0.03  0.48
O6 -1.09 2.49 -0.45  -0.95
H10 -0.43 -0.18 -3.40  0.49
H11 -0.73 0.71 1.89  0.47
Rb1 0.97 0.55 -0.55  0.97
H12 1.41 -2.43 -0.77  0.47

DFT (the ωB97M-V functional and the def2-TZVPD basis) results for C31H44BrN3P2Pd as an isolated structure in a non-equilibrium geometry.

HOMO (eV): -5.596
ΔE to the lowest compared entry with this formula, charge and spin (kcal/mol): 0.00
HOMO-LUMO gap (eV): 5.0
Calculated total energy (Eh): -4756.4220
2S+1: 1

Each line ends with the Mulliken charge.
Cartesian coordinates (Å):
C1 4.91 -3.37 -0.27  -0.53
P1 1.01 0.27 -2.19  1.01
H1 5.27 -3.90 -1.17  0.38
C2 2.35 -0.95 -2.45  -0.10
H2 -1.59 -1.75 -4.02  0.40
H3 -2.62 2.44 -1.66  0.44
C3 1.64 3.51 2.11  0.13
H4 2.11 1.86 -3.58  0.60
H5 -1.50 3.11 -0.48  -0.05
N1 5.83 -2.68 0.43  -0.61
C4 1.71 1.92 -2.56  -0.96
C5 0.78 -3.27 0.90  0.13
H6 2.79 0.11 0.60  0.25
C6 -0.29 -0.14 -3.39  -0.53
H7 -1.25 -4.11 -0.69  0.38
Pd1 -0.21 0.67 -0.34  0.08
H8 -1.15 -1.87 -2.30  -0.07
H9 -0.32 2.82 -2.77  0.17
C7 2.53 1.14 0.96  -0.17
H10 -3.47 -1.03 0.17  -1.44
C8 0.70 3.08 -2.43  -0.95
H11 2.27 -1.28 -3.51  0.49
C9 -0.63 -3.21 1.20  0.61
Br1 -5.19 -2.16 1.69  -0.14
H12 -2.02 2.00 2.49  0.49
C10 -2.46 -2.46 2.63  -0.27
C11 3.49 1.99 1.54  -0.73
H13 1.52 -2.23 2.65  0.13
H14 4.50 -1.17 -2.61  0.39
C12 1.05 4.73 2.61  -0.07
H15 -1.12 0.55 -3.18  0.07
C13 -3.41 -0.18 -0.51  2.09
H16 -5.34 0.73 0.01  0.26
C14 -2.95 -3.57 0.50  -0.51
C15 -1.58 -3.71 0.27  -0.33
H17 -4.35 0.01 2.38  -0.19
C16 -0.77 -1.61 -3.30  -0.95
C17 -4.82 0.30 -0.85  -1.56
C18 -1.11 -2.63 2.41  -0.50
H18 -4.80 1.03 -1.67  0.36
C19 3.57 -3.42 0.12  -0.34
H19 0.61 3.45 -1.40  0.08
P2 -2.33 1.03 0.27  -0.06
C20 -3.57 3.51 -0.01  -1.56
H20 -1.91 0.26 2.47  0.08
C21 -2.50 1.10 2.08  -0.18
H21 2.13 -1.82 -1.80  -0.26
H22 4.56 1.72 1.52  0.47
C22 1.76 -2.79 1.72  -0.41
H23 -3.37 3.74 1.04  0.30
H24 0.03 -2.32 -3.56  0.34
H25 2.87 -3.96 -0.52  0.46
H26 0.14 0.08 -4.38  0.55
H27 1.05 3.92 -3.04  0.44
H28 -2.88 -0.55 -1.39  -0.05
H29 -0.40 -2.20 3.10  0.15
C23 -2.48 2.62 -0.58  0.13
H30 4.01 -0.34 -1.13  0.07
H31 -4.59 1.77 2.17  0.25
C24 3.15 -2.70 1.27  0.82
H32 1.04 -3.50 -0.13  0.06
H33 3.67 3.89 2.58  0.48
H34 3.97 0.53 -2.68  0.40
H35 -2.84 -1.97 3.53  0.43
C25 3.78 -0.44 -2.20  -1.14
N2 1.27 1.54 0.90  0.44
H36 2.53 2.07 -1.84  0.27
H37 -3.57 4.46 -0.56  0.47
H38 3.85 -1.31 2.79  0.41
C26 4.14 -1.95 1.96  -0.30
C27 0.76 2.63 1.50  -0.25
H39 -5.42 -0.56 -1.19  0.46
C28 -3.93 1.01 2.60  -0.86
C29 3.01 3.16 2.12  -0.51
H40 -3.97 1.12 3.69  0.44
H41 -3.70 -3.93 -0.20  0.39
N3 0.58 5.74 2.97  -0.54
C30 5.47 -2.04 1.54  -0.47
H42 6.25 -1.53 2.12  0.38
H43 -0.35 2.70 1.42  0.05
H44 -4.56 3.07 -0.11  0.28
C31 -3.31 -2.78 1.59  -0.37